Model A:
DFT (wB97M-V/def2-TZVPD) results for a single C3H8N4S molecule.

Each line ends with the Löwdin charge.
CARTESIAN COORDINATES (ANGSTROEM)
C (1.704, 1.146, 0.932)  -0.143
C (0.691, -0.896, -0.149)  -0.480
C (-0.776, -0.536, 0.086)  -0.827
H (2.215, 0.765, 1.893)  0.097
H (2.417, 1.892, 0.344)  0.104
H (0.659, 1.587, 1.018)  0.067
H (0.222, -2.708, -0.405)  0.052
H (1.720, -2.535, -1.156)  0.165
H (-0.490, 0.939, -1.305)  0.133
H (-2.352, 1.589, 0.383)  0.120
H (-3.147, 0.388, -0.663)  0.125
N (1.672, -0.120, 0.190)  -0.009
N (0.765, -2.033, -0.897)  0.095
N (-1.115, 0.578, -0.618)  -0.173
N (-2.340, 1.220, -0.665)  -0.028
S (-1.845, -1.276, 1.012)  0.702

Its charge is 0. For the orbital gap, the calculation gives 9.338 eV.

Model B:
DFT (wB97M-V/def2-TZVPD) results for a molecular structure, C3H8N4S.

Each line ends with the Löwdin charge.
CARTESIAN COORDINATES (ANGSTROEM)
C (-1.213, -1.637, 1.970)  -0.478
C (0.155, -0.603, -0.157)  -0.654
C (0.162, 1.740, -0.375)  -0.271
H (-2.051, -1.238, 2.733)  0.066
H (-0.145, -1.472, 2.468)  0.086
H (-1.501, -2.635, 1.428)  0.054
H (1.763, -1.393, -0.018)  0.022
H (2.126, 1.459, -2.044)  0.214
H (1.196, -0.331, -2.474)  0.163
H (-0.986, 1.692, 0.041)  0.109
H (1.712, 2.695, -0.782)  0.002
N (0.826, -1.669, 0.203)  0.062
N (0.589, 0.464, -0.955)  -0.276
N (1.761, 0.261, -1.671)  0.006
N (0.802, 2.834, -0.367)  0.088
S (-1.537, -0.563, 0.597)  0.809

Its charge is 0. For the orbital gap, the calculation gives 9.252 eV.

Pick the most stable structure from those above. Pick: model A